(1)
{"formula": "C29H40N3O13PS2W", "method": "ωB97M-V with the def2-TZVPD basis set", "e_lumo_ev": [4.148, 4.148], "total_energy_ev": -94601.2816, "total_charge": -2, "e_above_lowest_kcal_mol": 44.75, "homo_lumo_gap_ev": [4.45, 4.44], "elements": ["H", "C", "H", "H", "H", "H", "H", "H", "C", "H", "H", "O", "S", "C", "H", "C", "N", "H", "H", "H", "C", "H", "H", "C", "C", "S", "H", "C", "N", "C", "C", "O", "W", "H", "C", "C", "O", "O", "C", "C", "O", "H", "H", "H", "H", "C", "H", "C", "O", "H", "C", "C", "C", "H", "H", "C", "O", "C", "C", "P", "H", "H", "H", "O", "H", "O", "C", "C", "N", "H", "O", "H", "C", "H", "C", "H", "H", "H", "O", "C", "C", "H", "H", "H", "H", "O", "O", "H", "C"], "xyz": [[-3.61074, 0.21515, 0.52367], [2.32750, -1.65303, 4.34927], [0.91895, -7.08983, -1.15402], [3.42969, -3.57977, 2.80484], [-5.04748, 0.00261, -0.51135], [1.35427, -1.64712, 4.84579], [0.02755, -7.91859, 1.02397], [0.16941, 4.33589, -4.14742], [0.11380, -5.15023, -0.96329], [1.45060, 5.26232, -1.80999], [2.24219, 3.72554, -2.19105], [-0.07171, 2.38512, -1.38933], [-1.09608, -2.58487, -0.39151], [-1.40790, 4.17638, 2.30846], [0.51881, 1.81724, 4.66302], [-0.72085, 3.56999, 4.51959], [1.49694, -0.95616, 2.16914], [-4.50913, 3.70836, -0.48404], [-3.42583, -0.41271, -1.10101], [-1.41882, -6.44024, 2.37924], [-0.03018, 2.48446, 4.01073], [4.50232, 1.25734, 1.10666], [-0.85392, 5.56377, -2.26437], [-3.83703, 1.71532, -1.01278], [-3.99413, 0.29181, -0.49607], [0.69151, -4.84293, -2.68981], [1.12926, 0.43890, -2.61678], [-0.01064, 2.22992, 2.63541], [4.53450, 1.32614, 0.09761], [2.76515, -2.94762, 2.22829], [-0.18198, -6.90819, 0.69075], [3.17923, -0.43072, 0.25769], [0.98797, -0.82299, -0.04065], [-0.82825, 2.86758, -3.92509], [0.69065, 1.06542, 2.08766], [0.33762, -6.44912, -0.50720], [-2.46009, 2.13449, -1.01006], [1.64324, -3.75432, -2.72641], [-1.23076, -4.79045, 1.02555], [-4.53079, 2.69551, -0.07207], [-2.50326, -2.58565, -0.66533], [2.79467, -0.68824, 4.56306], [-3.82093, 1.17600, -3.08660], [-1.84008, -4.10967, 1.60741], [-1.96063, 4.82871, 1.64068], [3.66771, 0.42000, -0.45820], [-0.72016, 3.75703, 5.58795], [-4.38921, 1.83824, -2.43278], [-1.41972, 0.81606, -2.94060], [3.13235, -4.29255, -0.84784], [-0.67755, -4.30588, -0.15760], [2.54749, -3.25481, 0.91106], [-0.71012, 3.09534, 1.79416], [1.53901, 3.97265, -0.57928], [-4.27019, 2.86481, -2.79028], [1.79749, -0.10295, -1.94753], [-0.89973, 0.22431, -0.46144], [3.27077, -4.38288, 0.22681], [1.41571, 4.18333, -1.64436], [-1.20975, 1.24322, -1.54476], [-4.00639, 2.70384, 0.88547], [-1.96627, 5.27104, 4.07759], [2.00049, -1.04982, -2.45827], [1.02532, 0.99243, 0.82406], [3.84391, 0.33268, -2.58575], [-0.74801, -1.89688, 0.89579], [0.07239, 3.61767, -2.11020], [3.12091, 0.65621, -1.83020], [0.99684, 0.09665, 2.88479], [2.94054, -2.45389, 4.76455], [1.31480, -6.12444, -3.03563], [2.88737, -5.35692, 0.54324], [-1.03198, 4.61708, -1.74837], [2.99728, 1.73438, -1.95743], [2.16351, -1.84757, 2.87170], [-5.44850, 1.57037, -2.45943], [-1.03965, 4.79050, -0.66969], [0.92448, 2.73995, -3.89293], [-0.56934, -4.59924, -3.36495], [0.08278, 3.38138, -3.62054], [-1.41627, 4.42932, 3.67435], [-0.71619, 2.87108, 0.73770], [-2.00536, 4.22581, -2.03422], [4.36157, 2.26698, -0.22065], [4.33272, -4.33059, 0.47479], [1.66970, -2.58913, 0.22237], [-0.22165, -1.95334, -1.40592], [-5.56912, 2.39595, 0.08635], [-0.98461, -6.07892, 1.45383]]}

***

(2)
{"formula": "C3H12NO2S", "method": "ωB97M-V with the def2-TZVPD basis set", "e_lumo_ev": -9.402, "total_energy_ev": -19712.5919, "total_charge": 1, "e_above_lowest_kcal_mol": 168.78, "homo_lumo_gap_ev": 5.11, "elements": ["H", "S", "N", "C", "O", "H", "O", "H", "C", "H", "H", "H", "H", "H", "H", "C", "H", "H", "H"], "xyz": [[0.12768, 2.26499, 3.61228], [-0.50577, -0.38915, -1.79766], [1.29350, 1.58991, -0.18003], [-0.09854, -0.40250, -0.04799], [-1.16018, -3.22547, -0.93798], [1.61867, 2.50627, 0.05505], [0.54658, 2.22572, 2.75265], [-1.09788, -1.00771, -3.65473], [0.15229, 1.00259, 0.62908], [0.93892, -0.82511, -0.04972], [0.93680, 1.52969, -1.14937], [1.72122, 0.52755, 2.07422], [-1.16233, -4.05856, -1.44783], [-0.80630, 1.65286, 0.54137], [-1.01585, -0.80775, -4.35276], [0.67182, 0.90352, 2.12985], [0.17453, 0.05545, 2.78846], [-0.80740, -0.96903, 0.63811], [-1.52775, -2.57327, -1.60297]]}

***

(3)
{"formula": "C35H36FIrN8SSi", "method": "ωB97M-V with the def2-TZVPD basis set", "e_lumo_ev": [-3.427, -4.901], "total_energy_ev": -73067.2429, "spin_multiplicity": 2, "total_charge": 1, "e_above_lowest_kcal_mol": 5.97, "homo_lumo_gap_ev": [6.91, 5.43], "elements": ["C", "H", "H", "F", "C", "C", "C", "H", "C", "H", "C", "H", "C", "C", "H", "C", "H", "H", "H", "H", "H", "C", "C", "H", "H", "Ir", "H", "H", "C", "S", "C", "H", "C", "N", "H", "H", "C", "C", "C", "C", "C", "H", "H", "H", "H", "H", "H", "C", "N", "Si", "C", "C", "H", "C", "H", "C", "C", "N", "H", "C", "C", "C", "C", "H", "H", "C", "C", "C", "H", "H", "H", "N", "N", "H", "N", "C", "H", "C", "H", "H", "N", "C", "N"], "xyz": [[1.58677, -1.61502, 2.19055], [-1.59635, -4.80937, 0.40297], [-2.61578, -4.01276, 1.60276], [-3.30915, 1.42191, -0.04115], [-4.24299, -1.58197, 2.56874], [4.10246, 2.76214, -4.84627], [-2.02724, -2.14545, -0.53235], [-4.48986, -2.36639, 3.27148], [3.42479, 2.30613, -3.72891], [-2.15223, 2.88055, 4.55549], [-2.42273, 2.10550, 3.83353], [-6.19565, -1.54063, 1.67202], [-2.97373, -1.02548, 2.58140], [-3.66315, -2.25317, -2.26812], [-2.22539, -1.38841, 3.27498], [0.83851, 1.90933, -1.96052], [-3.02487, 2.58072, 3.05519], [-0.53030, 4.83131, -1.25684], [-0.89925, -4.30092, 1.95193], [3.11110, -1.10315, -3.94358], [1.26056, -2.99661, -0.55775], [2.52434, -1.31343, -3.06502], [2.40213, -2.52038, -2.40950], [1.01995, 0.47054, -5.25199], [-4.47009, -2.77061, -2.76925], [-0.05226, -0.18894, 0.15659], [-0.37375, 0.60233, 5.40291], [4.70972, 0.01016, 4.69936], [-2.61260, -0.02400, 1.67800], [1.80162, -0.02404, 1.47005], [-3.21944, -1.02833, -2.73663], [-5.60541, 0.30232, 0.09524], [0.65712, 3.28322, -2.28182], [-1.63871, -0.92578, -0.97616], [4.48148, -2.18895, 3.61626], [-1.13673, 2.79774, 0.41061], [3.71130, -0.37072, 4.48467], [-3.05879, -2.82331, -1.15663], [1.88219, 1.11591, -5.14267], [-1.61068, -4.03864, 1.17584], [2.54721, 1.57741, -6.26505], [-3.05179, 1.37663, 4.34579], [2.30755, -2.92813, 3.49116], [-3.65598, -0.56523, -3.60948], [2.21125, 1.30372, -7.25558], [3.08690, 0.47644, 4.20481], [3.76173, 2.58511, -2.73879], [-0.48467, 2.76645, -0.44410], [0.10639, 1.63383, -0.80398], [-0.84128, 1.38557, 3.14922], [-4.88035, -0.10242, 0.78914], [1.74088, -0.37225, -2.35962], [-3.37984, -3.78451, -0.78300], [0.31660, 2.80867, 2.78701], [3.31275, -0.81520, 5.39710], [3.78488, -1.39167, 3.35978], [-0.13766, 0.19942, 4.41362], [4.91306, 3.25892, -8.21072], [4.15899, -0.92809, 2.44679], [-5.19913, -1.12120, 1.67368], [2.31466, 1.47995, -3.87153], [1.59286, 0.98517, -2.66546], [-1.27095, -2.70873, 0.60189], [0.88479, 3.03341, 3.69384], [4.97061, 3.39788, -4.74108], [-3.60506, 0.41865, 0.80376], [3.66084, 2.40014, -6.11608], [4.35791, 2.87774, -7.28059], [-0.26530, 3.70027, 2.54106], [-1.82504, 0.58166, -2.34796], [2.86951, -3.45721, -2.66217], [-1.30907, 0.51427, 1.63629], [-0.27985, -1.98483, 1.00853], [0.94044, 0.10764, 4.33900], [2.51445, -2.04608, 3.04771], [-0.16872, 3.81927, -1.32835], [-0.55883, -0.80458, 4.35680], [1.55558, -2.29060, -1.31745], [1.08519, 3.78092, -3.13644], [1.03299, 2.64009, 1.98929], [0.56561, -2.42771, 1.97175], [-2.19782, -0.38868, -2.05569], [1.15084, -1.01544, -1.28032]]}